Arrangement 1

Molecular formula: C2H4O3
Method: DFT, wB97M-V/def2-TZVPD

CARTESIAN COORDINATES (ANGSTROEM)
O -1.456 -1.094 0.509
C -1.579 -0.671 -0.596
O -1.243 0.594 -0.926
H -1.932 -1.188 -1.492
H -0.790 0.921 -0.117
C 1.753 0.339 0.668
O 1.967 1.397 0.134
H 1.844 0.218 1.758
H 1.437 -0.517 0.062

Properties
SMILES string = O=CO.C=O
Gap between HOMO and LUMO = 11.1002 eV
2S+1 = 1

=====

Arrangement 2

Molecular formula: C2H4O3
Method: DFT, wB97M-V/def2-TZVPD

CARTESIAN COORDINATES (ANGSTROEM)
O 0.706 -0.764 -2.501
C -0.204 -1.215 -1.817
O -1.084 -0.393 -1.159
H -0.351 -2.174 -1.668
H -1.752 -0.996 -0.655
C 0.617 1.330 1.913
O 0.672 2.544 1.739
H 1.505 0.790 1.612
H -0.108 0.878 2.536

Properties
SMILES string = O=CO.C=O
Gap between HOMO and LUMO = 10.3916 eV
2S+1 = 1

=====

Which of them is the most stable? Correct choice: arrangement 1.